Density functional theory data (ωB97M-V with the def2-TZVPD basis set) for a molecular structure, C60H53Cl4CuF6N10O22S2 in a non-equilibrium geometry.

Computed properties:
strongest force on any atom = 0.094 hartree/bohr
HOMO level (alpha / beta) = -11.214 / -11.214 eV
ΔE to the lowest compared entry with this formula, charge and spin = 0.000 eV
multiplicity = 2
total charge = +1
HOMO-LUMO gap (alpha / beta) = 6.68 / 3.38 eV

The geometry in XYZ format:
```
158
C60H53Cl4CuF6N10O22S2, DFT ωB97M-V with the def2-TZVPD basis set
Cu 2.0497 1.2278 0.0988
C 0.9210 -2.2338 -1.8167
F 1.1087 -2.7379 -0.6240
F 2.0196 -2.1563 -2.5189
F 0.0397 -2.9688 -2.4428
S 0.1353 -0.4696 -1.7001
O 1.0060 0.3703 -2.4949
O -1.1957 -0.5887 -2.2303
N 0.3352 0.0598 -0.0503
S -1.0403 -0.3739 0.6487
O -2.1787 0.4236 0.2206
O -1.2784 -1.7914 0.5794
C -0.7312 0.1046 2.4668
F -1.8286 -0.0767 3.1459
F 0.2299 -0.6687 2.9202
F -0.3965 1.3667 2.5006
Cl -2.1658 -3.0956 -5.8365
C -1.1432 -4.4155 -5.2613
C 0.3210 -4.1597 -5.6546
Cl 1.2876 -5.6365 -5.4775
H -1.4448 -5.3457 -5.7408
H -1.2448 -4.5640 -4.1889
H 0.7252 -3.3901 -5.0017
H 0.3799 -3.8681 -6.6989
Cl -5.3094 1.5666 -3.4284
C -3.8651 0.6578 -3.9499
C -3.9206 -0.7559 -3.4351
Cl -5.1896 -1.6892 -4.2730
H -2.9837 1.1466 -3.5369
H -3.8509 0.6896 -5.0351
H -4.0167 -0.8723 -2.3579
H -3.0082 -1.2916 -3.7003
C 3.3412 -4.6793 3.1889
C 2.4673 -4.0543 2.3177
C 2.5553 -2.6632 2.1475
C 3.4333 -1.9000 2.8924
C 4.3752 -2.5509 3.6906
C 4.2888 -3.9119 3.8748
N 3.4675 -0.4509 2.8230
O 2.8961 0.0790 1.8639
O 3.8827 0.1754 3.7509
H 3.3112 -5.7592 3.2386
H 1.7303 -4.5319 1.6863
H 1.8409 -2.1926 1.4872
H 5.0731 -1.9992 4.3070
H 5.0252 -4.4502 4.4557
C 5.0216 -1.9195 -5.8807
C 3.9931 -2.8539 -5.8243
C 3.7363 -3.5999 -6.9473
C 4.4598 -3.4497 -8.1377
C 5.4888 -2.5184 -8.1572
C 5.7847 -1.7722 -7.0478
N 4.0970 -4.2075 -9.3037
O 2.9994 -4.7267 -9.3115
O 4.8338 -4.2167 -10.2647
H 5.4352 -1.3246 -5.0753
H 3.3723 -3.0489 -4.9605
H 2.9435 -4.3384 -6.9472
H 6.1134 -2.4448 -9.0401
H 6.6630 -1.1447 -6.9983
C 3.8298 2.5957 -5.8992
C 3.8983 1.3744 -5.1867
C 2.8052 0.5490 -5.0557
C 1.5949 0.9104 -5.6621
C 1.5487 2.0357 -6.4390
C 2.6309 2.9121 -6.4927
N 0.4402 0.0313 -5.4853
O 0.6357 -1.0871 -5.0588
O -0.6601 0.4593 -5.7889
H 4.6978 3.2374 -5.8710
H 4.8345 1.0308 -4.7663
H 2.9000 -0.4243 -4.5960
H 0.5852 2.3787 -6.7990
H 2.5978 3.8587 -7.0172
C -2.5055 4.5877 -4.0897
C -2.7481 5.1227 -2.8237
C -2.0506 4.7001 -1.7192
C -1.2116 3.6022 -1.8446
C -0.9724 3.0525 -3.0945
C -1.6341 3.5176 -4.2242
N -0.4339 3.1658 -0.6901
O 0.7092 2.7346 -0.9301
O -0.8981 3.2987 0.4101
H -2.9056 4.9705 -5.0201
H -3.3263 6.0366 -2.7684
H -2.3255 5.1535 -0.7766
H -0.2937 2.2335 -3.3057
H -1.3785 3.0935 -5.1845
C 0.6082 5.5939 7.4518
C -0.1723 5.3002 6.3388
C -0.1503 3.9926 5.8696
C 0.6558 3.0575 6.5000
C 1.5821 3.3791 7.4855
C 1.4798 4.6710 8.0264
N 0.5635 1.6857 5.9800
O -0.3898 1.3938 5.2837
O 1.4632 0.9083 6.2280
H 0.4045 6.5541 7.9133
H -0.8001 6.0062 5.8158
H -0.7219 3.7646 4.9809
H 2.1249 2.6374 8.0527
H 2.0810 4.9525 8.8780
C 5.2459 4.8359 4.8560
C 5.3797 3.8564 3.8876
C 4.2824 3.4617 3.1390
C 3.0471 4.0428 3.4282
C 2.9100 4.9596 4.4428
C 3.9863 5.3423 5.2030
N 1.8604 3.6100 2.7019
O 0.7882 4.1015 2.8806
O 2.0012 2.6774 1.9071
H 6.1565 5.1579 5.3454
H 6.3627 3.5045 3.6080
H 4.4428 2.7036 2.3879
H 1.9336 5.4012 4.6104
H 3.8117 5.9824 6.0551
C -4.7709 -3.8623 -1.3614
C -4.7031 -3.6579 -0.0097
C -3.5293 -3.9769 0.6956
C -2.4378 -4.4213 -0.0136
C -2.4579 -4.5032 -1.4105
C -3.6450 -4.2830 -2.0656
N -1.2205 -4.8408 0.7067
O -0.2710 -5.1874 0.0294
O -1.2184 -4.8179 1.9145
H -5.6948 -3.7034 -1.9028
H -5.5959 -3.3774 0.5329
H -3.5372 -3.8563 1.7687
H -1.6031 -4.9318 -1.9135
H -3.7349 -4.4275 -3.1349
C -3.2701 -2.3487 5.6292
C -2.9734 -2.1239 6.9538
C -2.9048 -3.1920 7.8247
C -3.0521 -4.4961 7.3805
C -3.2625 -4.7367 6.0151
C -3.4199 -3.6564 5.1742
N -2.9114 -5.6135 8.2774
O -2.4230 -6.6298 7.8277
O -3.2664 -5.4974 9.4274
H -3.2797 -1.5411 4.9090
H -2.8410 -1.1160 7.3228
H -2.7127 -3.0335 8.8790
H -3.3835 -5.7543 5.6723
H -3.6907 -3.8349 4.1416
C -5.3556 3.7820 -0.5147
C -4.8560 4.9115 0.1336
C -4.0832 4.8324 1.2709
C -3.8112 3.5645 1.7572
C -4.2687 2.4226 1.1316
C -5.0148 2.5303 -0.0334
N -2.9928 3.4226 2.9869
O -2.1273 4.2611 3.1713
O -3.2270 2.4810 3.7101
H -5.9436 3.8420 -1.4200
H -5.0320 5.8754 -0.3302
H -3.7896 5.7539 1.7525
H -4.0041 1.4595 1.5442
H -5.3809 1.6082 -0.4628
```



Density functional theory data (ωB97M-V with the def2-TZVPD basis set) for a single C10H18N2O3 molecule in a non-equilibrium geometry.

Computed properties:
strongest force on any atom = 0.030 hartree/bohr
SMILES = CC(C)[C@H](N)C(=O)N1CCC[C@H]1C(=O)O
HOMO level = -9.103 eV
ΔE to the lowest compared entry with this formula, charge and spin = 0.000 eV
HOMO-LUMO gap = 9.77 eV

The geometry in XYZ format:
```
33
C10H18N2O3, DFT ωB97M-V with the def2-TZVPD basis set
C -3.6386 -0.2841 1.2368
C -2.5188 -0.8381 0.3533
C -3.0659 -1.2551 -1.0132
C -1.3786 0.1968 0.2317
N -1.8085 1.3339 -0.5919
C -0.0774 -0.4660 -0.2524
O -0.0036 -1.6315 -0.5814
N 1.0479 0.3267 -0.3088
C 1.2498 1.6563 0.2592
C 2.7496 1.7083 0.5086
C 3.3014 0.8252 -0.6024
C 2.2963 -0.3167 -0.6724
C 2.6436 -1.4095 0.3420
O 2.3923 -1.3580 1.5100
O 3.3817 -2.3812 -0.2205
H -4.4779 -1.0210 1.3040
H -4.0132 0.6298 0.8307
H -3.2782 -0.0502 2.2394
H -2.0878 -1.6973 0.8262
H -3.8124 -2.0416 -0.8655
H -2.2730 -1.6440 -1.6354
H -3.5501 -0.4287 -1.5299
H -1.1972 0.6121 1.2415
H -1.7750 1.0850 -1.5765
H -1.2183 2.1478 -0.4771
H 0.9440 2.4617 -0.4628
H 0.6674 1.7985 1.1636
H 3.1176 2.7287 0.4780
H 2.9682 1.2914 1.4843
H 4.3511 0.4848 -0.3994
H 3.2784 1.3605 -1.6024
H 2.1925 -0.8046 -1.6833
H 3.5925 -3.0198 0.4662
```



Density functional theory data (ωB97M-V with the def2-TZVPD basis set) for 9 unconnected molecules or ions with the total composition C22H66N4O10 in a non-equilibrium geometry.

Computed properties:
strongest force on any atom = 0.026 hartree/bohr
SMILES = COC[C@H](C)N.COC[C@H](C)N.COC[C@H](C)N.COC[C@H](C)N.OCCO.CO.CO.CO.CO
HOMO level = -9.038 eV
ΔE to the lowest compared entry with this formula, charge and spin = 0.000 eV
HOMO-LUMO gap = 9.46 eV

The geometry in XYZ format:
```
102
C22H66N4O10, DFT ωB97M-V with the def2-TZVPD basis set
C -5.5555 5.4902 -4.2756
O -5.9325 4.3329 -3.5559
C -5.4161 4.2028 -2.2278
C -4.4047 3.0726 -2.1504
C -3.8338 2.9594 -0.7359
N -3.2889 3.1855 -3.0983
H -4.9980 6.2243 -3.6853
H -6.4656 6.0022 -4.5992
H -4.9617 5.1945 -5.1412
H -5.0338 5.1748 -1.9039
H -6.2728 3.9371 -1.5977
H -4.9170 2.1374 -2.3875
H -4.5679 2.5006 -0.0708
H -3.5226 3.9094 -0.2988
H -2.9752 2.2909 -0.8111
H -2.6587 3.9366 -2.8415
H -3.6401 3.3777 -4.0289
C 2.1539 -6.9655 -3.3928
O 2.0196 -6.5231 -2.0712
C 1.6425 -5.1615 -1.9898
C 1.5279 -4.7715 -0.5362
C 1.4161 -3.2736 -0.3616
N 2.6428 -5.2559 0.2994
H 2.2570 -8.0452 -3.4217
H 3.0387 -6.5248 -3.8863
H 1.3117 -6.6373 -4.0191
H 2.4091 -4.5527 -2.4972
H 0.6826 -5.0123 -2.5028
H 0.6323 -5.2313 -0.1057
H 1.0128 -2.6962 -1.1979
H 2.4111 -2.8246 -0.2392
H 0.9096 -2.9762 0.5555
H 2.8957 -6.1874 -0.0144
H 3.4576 -4.6796 0.1017
C -1.8635 -3.7469 5.1766
O -1.5257 -3.1921 6.4258
C -1.8049 -1.8125 6.5668
C -1.1538 -0.9319 5.5225
C 0.3368 -0.8887 5.7056
N -1.7181 0.4416 5.6170
H -1.0748 -3.5802 4.4308
H -2.8016 -3.3468 4.7760
H -1.9575 -4.8224 5.3193
H -2.8915 -1.6386 6.4782
H -1.4926 -1.5423 7.5733
H -1.3825 -1.3352 4.5306
H 0.7589 -1.8963 5.6044
H 0.6036 -0.6292 6.7353
H 0.8898 -0.2435 5.0226
H -2.3949 0.5582 4.8681
H -0.9673 1.0751 5.3647
C 1.0196 0.8004 -2.8891
O 1.6934 1.3543 -3.9969
C 2.8739 2.0233 -3.5913
C 3.6214 2.5495 -4.7849
C 4.9457 3.1850 -4.3609
N 2.7905 3.5304 -5.5140
H 0.0442 0.4538 -3.2334
H 0.7922 1.5777 -2.1445
H 1.5826 -0.0167 -2.4318
H 2.5684 2.8348 -2.9144
H 3.5342 1.3417 -3.0418
H 3.8748 1.7233 -5.4626
H 4.7829 4.1977 -3.9782
H 5.6043 3.2986 -5.2214
H 5.4342 2.6274 -3.5606
H 3.0029 3.5156 -6.5042
H 1.8173 3.2487 -5.4587
O 2.1763 -0.6142 1.2533
C 0.9316 -0.1890 1.7821
C 0.0132 0.0989 0.6163
O -1.3262 0.1283 1.0385
H 2.6286 -1.1549 1.9121
H 0.4558 -0.9885 2.3740
H 1.0266 0.6510 2.4818
H 0.1628 -0.6755 -0.1460
H 0.3185 1.0260 0.1027
H -1.8835 0.0100 0.2631
C 3.0366 2.5776 0.2250
O 4.2070 2.6775 -0.5658
H 2.6729 1.5507 0.2396
H 3.1949 2.8939 1.2600
H 2.2091 3.1607 -0.1992
H 4.2072 3.5386 -0.9904
C 3.9087 -3.3814 3.5984
O 2.8122 -2.4833 3.4201
H 3.6027 -4.3826 3.8851
H 4.5187 -3.4283 2.6907
H 4.5807 -2.9451 4.3420
H 2.0129 -3.0156 3.4363
C -2.9111 -1.1548 -1.6697
O -2.2086 0.0832 -1.7318
H -2.2723 -1.8820 -1.1572
H -3.8086 -1.0707 -1.0521
H -3.0794 -1.5635 -2.6652
H -2.5407 0.5940 -2.4789
C -1.8326 3.2512 3.5446
O -2.8717 2.4183 3.0701
H -0.8325 2.8164 3.4116
H -1.8084 4.2291 3.0492
H -1.9769 3.4308 4.6089
H -2.8438 2.4691 2.1108
```



It is found that the M values, taken in the order of the records, are 1649.6 214.3 546.8 g/mol.